(1)
Computed, not measured: an isolated molecule of C4H9NS, with the ωB97M-V functional and the def2-TZVPD basis.

Geometry as XYZ:
```
15
Properties=species:S:1:pos:R:3:lowdin_charge:R:1
C -1.8221 -0.9092 -0.0111 -0.10
C -0.6707 1.2687 -0.2685 -0.10
C 0.3324 0.1767 -0.2374 -0.39
C 1.5122 0.2456 0.6410 -0.52
H -2.8359 -0.5976 0.2051 0.08
H -1.7749 -1.0972 -1.0602 0.07
H -1.6266 -1.7922 0.5604 0.08
H -1.1549 1.3531 -1.2680 0.12
H -0.5092 2.1991 0.2357 0.10
H 0.3948 -0.4188 -1.1273 0.13
H 1.3170 -0.3060 1.5258 0.06
H 1.6468 1.2934 0.9880 0.08
H 2.9396 -1.3449 -0.5955 -0.17
N -0.8985 0.0668 0.5108 -0.12
S 3.1500 -0.1374 -0.0990 0.69
```

Results
LUMO in eV: 1.0
Structure (SMILES): CN1C[C@H]1CS
Total energy in eV: -16617.6659
E_HOMO in eV: -9.1
ΔE to the lowest compared entry with this formula, charge and spin in kcal per mole: 41.2
Net charge: 0

***

(2)
Computed, not measured: the ion C6H14NO with charge -1, with the ωB97M-V functional and the def2-TZVPD basis.

Geometry as XYZ:
```
22
Properties=species:S:1:pos:R:3:lowdin_charge:R:1
C 1.9866 0.6888 2.5985 -0.53
O 2.6868 0.3864 3.6811 -0.37
C 1.2044 -0.5254 1.6931 -0.20
C 0.8718 0.0160 0.3294 -0.29
C -0.5160 0.6403 0.0628 -0.22
C -0.9197 0.7790 -1.4593 -0.19
C -1.1445 -0.6547 -2.1874 -0.27
N -2.3970 -1.4220 -1.9362 -0.02
H 2.6824 0.9629 1.8065 0.06
H 1.2923 1.3971 2.8139 0.03
H 0.3315 -1.0195 2.1479 0.08
H 2.0080 -1.3138 1.7806 0.09
H 1.5571 0.8781 0.0408 0.11
H 1.1027 -0.7683 -0.4844 0.10
H -0.4954 1.6565 0.4872 0.10
H -1.3875 0.1727 0.5803 0.10
H -1.7226 1.3360 -1.6505 0.03
H -0.0742 1.1124 -2.1061 0.10
H -0.2476 -1.1471 -1.9005 0.06
H -1.1375 -0.2635 -3.3267 0.12
H -2.4571 -2.1587 -1.3632 -0.02
H -3.2243 -0.7531 -1.6079 0.12
```

Results
LUMO in eV: 3.5
Structure (SMILES): NCCCCCC[O-]
Total energy in eV: -9983.9686
E_HOMO in eV: -2.1
ΔE to the lowest compared entry with this formula, charge and spin in kcal per mole: 61.2
Net charge: -1

***

(3)
Computed, not measured: a cluster of 2 separate species, C11H14N2O in total, with the ωB97M-V functional and the def2-TZVPD basis.

Geometry as XYZ:
```
28
Properties=species:S:1:pos:R:3:lowdin_charge:R:1
C 0.4422 -3.0651 -1.7677 -0.02
C 1.9289 -2.9034 -1.4671 -0.61
O 2.6736 -2.5614 -2.3576 0.05
N 2.2434 -3.1428 -0.1676 0.15
H -0.1402 -3.8756 -1.3183 0.07
H 0.3628 -3.4387 -2.7983 0.08
H 3.2090 -3.0768 0.1406 0.11
H 1.6875 -3.7770 0.3789 0.10
H 0.0048 -2.0690 -1.7310 0.08
C 0.8950 -0.3964 2.3941 -0.05
C -0.4178 1.1602 0.6382 -0.17
C -0.1935 0.4745 1.8524 -0.22
C -1.6611 1.7678 0.6029 -0.22
C -1.3989 0.6157 2.5227 -0.06
C 0.4100 1.3581 -0.4861 -0.02
C -0.0702 2.1655 -1.4949 -0.11
C -1.3329 2.8047 -1.5017 -0.08
C -2.1542 2.5890 -0.3994 -0.03
N -2.3316 1.3355 1.7601 0.07
H 1.3294 0.8375 -0.6989 0.11
H 0.5887 2.3606 -2.3356 0.10
H -1.7912 3.1560 -2.4144 0.10
H 1.8809 0.0658 2.4353 0.08
H 0.9200 -1.2886 1.7610 0.06
H -1.5928 0.6712 3.5877 0.12
H -3.1505 1.7474 2.1806 0.14
H -3.1704 2.9524 -0.3107 0.11
H 0.6248 -0.7213 3.3943 0.07
```

Results
LUMO in eV: 0.7
Structure (SMILES): Cc1c[nH]c2ccccc12.CC(N)=O
Total energy in eV: -16661.7388
E_HOMO in eV: -7.8
ΔE to the lowest compared entry with this formula, charge and spin in kcal per mole: 27.1
Net charge: 0

***

(4)
Computed, not measured: an isolated molecule of C5H14N2, with the ωB97M-V functional and the def2-TZVPD basis.

Geometry as XYZ:
```
21
Properties=species:S:1:pos:R:3:lowdin_charge:R:1
C 0.9975 -1.8427 -0.9065 -0.13
N -0.3425 -1.4360 -0.4865 -0.09
C -0.3068 1.5893 -1.7055 -0.11
C 0.2937 1.0321 -0.4202 -0.24
C -0.3908 -0.1551 0.2227 -0.39
C 0.0422 -0.2990 1.7030 -0.25
N -0.8462 0.4670 2.5477 -0.01
H 1.2647 -1.3057 -1.8262 0.07
H 1.1352 -2.9158 -1.0609 0.07
H 1.7177 -1.6545 -0.1070 0.08
H -0.9878 -1.5043 -1.2654 0.10
H 0.1318 2.5475 -1.9591 0.07
H -1.3951 1.6789 -1.6012 0.07
H -0.1807 0.9447 -2.5767 0.06
H 1.3317 0.7712 -0.6501 0.10
H 0.2764 1.8603 0.2939 0.11
H -1.4623 0.0446 0.3037 0.13
H 0.0075 -1.3460 2.0042 0.11
H 1.0887 0.0211 1.7956 0.10
H -1.3476 1.2720 2.2058 0.07
H -1.0272 0.2304 3.4887 0.05
```

Results
LUMO in eV: 1.1
Structure (SMILES): CC[C@H](CN)NC
Total energy in eV: -8391.5279
E_HOMO in eV: -8.3
ΔE to the lowest compared entry with this formula, charge and spin in kcal per mole: 25.2
Net charge: 0

***

Question: Which formula does entry 2 have?
Answer: C6H14NO

***

Question: Among the records above, which one has the lowest ΔE to the lowest compared entry with this formula, charge and spin?
Answer: C5H14N2

***

Question: Which value of total energy does entry 4 give?
Answer: -8391.5279 eV

***

Question: Look up the LUMO of the third one.
Answer: 0.7 eV